A molecular structure, C58H51BBr3N10O14. Source: OMol25; level of theory: ωB97M-V/def2-TZVPD.

Values from the calculation:
charge	-1
multiplicity	1
DFT total energy	-11588.6045	a.u.
strongest force on any atom	2.50	eV/A
ΔE to the lowest compared entry with this formula, charge and spin	0.00	kJ/mol
LUMO energy	0.0308	Ha

```
137
C58H51BBr3N10O14, DFT ωB97M-V/def2-TZVPD
Br 0.513 -5.495 -1.928
Br 3.341 -6.108 -0.484
Br 3.081 -5.971 -3.712
O 2.222 -3.402 9.457
O 3.669 -4.882 8.902
O -0.645 1.567 -2.379
O 3.645 -0.778 2.006
O -2.276 -0.149 -0.689
O -3.192 7.062 -1.378
O -6.032 -1.530 2.897
O 1.853 -1.839 -0.764
O 1.923 -0.064 0.758
O 3.806 -2.766 -0.126
O -6.316 -2.885 4.529
O -0.247 -0.836 0.054
O -4.101 6.239 -3.153
O 1.017 0.387 -1.452
N 1.854 4.835 -0.184
N -4.097 -4.349 -2.084
N 5.066 3.069 3.287
N -6.494 -0.998 -3.488
N 2.763 4.086 -3.266
N 5.992 1.281 -3.482
N 3.112 -3.821 8.736
N -0.809 0.456 -6.548
N -3.689 6.146 -2.013
N -5.612 -2.231 3.786
C -0.325 3.662 1.126
C 3.302 2.198 5.272
C 1.445 2.813 -4.765
C -2.986 -3.653 -2.372
C -1.079 -0.150 -0.690
C 4.615 -3.274 6.876
C -5.517 -1.197 -1.275
C 3.024 1.953 3.941
C -1.483 0.148 -5.454
C 6.136 -1.061 -2.945
C -4.155 -2.358 3.969
C -3.861 4.866 -1.337
C -2.317 -3.613 -0.091
C 2.445 -5.295 -2.017
C -3.308 -1.954 2.935
C 2.607 -1.984 7.144
C -4.243 2.493 -1.470
C 2.955 -1.166 6.062
C -4.019 3.709 -2.099
C -3.912 4.794 0.041
C 3.461 4.496 -4.344
C -7.772 -1.963 -1.683
C 1.882 3.594 0.317
C -6.673 -1.811 -0.841
C 0.166 -1.411 -4.766
C 4.086 -1.536 5.332
C 0.322 -0.225 -6.810
C 4.666 1.126 -3.628
C -0.235 0.742 -1.614
C 2.917 -1.969 0.022
C 2.148 3.224 -5.866
C 0.669 5.467 -0.070
C 5.270 3.337 4.592
C 4.036 -0.097 -3.502
C -0.433 4.916 0.576
C -4.250 2.435 -0.072
C 4.442 2.916 5.617
C 0.861 2.951 1.003
C -4.211 3.590 0.689
C -2.070 -3.266 -1.419
C 3.230 4.052 -5.649
C 3.936 2.429 3.007
C 3.465 -2.970 7.581
C 0.821 -1.179 -5.972
C -3.706 -2.750 5.209
C 2.883 -0.894 1.094
C -4.380 -4.588 -0.804
C 6.694 0.184 -3.211
C -1.456 -2.524 4.344
C -2.321 -2.823 5.379
C -1.054 -0.820 -4.513
C -7.628 -1.531 -2.993
C 1.743 3.212 -3.471
C -3.492 -4.267 0.222
C -5.502 -0.839 -2.622
C -1.944 -1.996 3.150
C 4.952 -2.541 5.762
C 4.770 -1.211 -3.119
B 1.136 -0.598 -0.344
H 5.804 -2.786 5.145
H 2.146 1.373 3.696
H -2.394 0.682 -5.214
H -3.731 -4.589 1.229
H -1.215 -2.642 -1.634
H 0.585 6.427 -0.563
H 3.846 4.419 -6.459
H 0.948 1.993 1.490
H 2.307 -0.381 5.711
H 4.205 5.254 -4.140
H 2.782 3.010 0.146
H 6.104 3.975 4.860
H 0.530 -2.109 -4.018
H -5.289 -5.156 -0.645
H -8.720 -2.331 -1.319
H -1.886 -3.098 6.331
H 1.905 2.884 -6.864
H 0.762 -0.027 -7.780
H -4.177 3.602 1.769
H -4.378 -2.943 6.029
H -1.592 -0.932 -3.582
H 6.729 -1.878 -2.556
H 4.024 1.948 -3.910
H 5.246 -4.114 7.137
H -4.392 1.467 0.393
H -1.264 -1.673 2.372
H 7.762 0.324 -3.077
H -0.395 -2.707 4.455
H -1.394 5.407 0.636
H 4.649 3.120 6.659
H -3.756 -1.622 2.008
H 0.630 2.104 -4.878
H -4.574 -1.207 -0.745
H -4.541 -0.480 -2.982
H -4.355 1.578 -2.029
H -6.731 -2.156 0.186
H 4.250 -1.051 4.375
H 3.776 2.206 1.960
H -1.598 -3.311 0.659
H -3.823 5.739 0.562
H -8.476 -1.533 -3.666
H 1.720 -1.752 -6.161
H -1.183 3.177 1.580
H -4.153 3.716 -3.172
H 2.605 -4.226 -1.948
H 4.277 -2.155 -2.928
H 2.952 -0.128 -3.516
H 1.697 -1.801 7.702
H 2.560 1.859 5.986
H -3.016 -3.279 -3.390
H 1.131 2.986 -2.615
```

Mulliken atomic charge list, values in e, 4 entries: -0.002, -0.064, -0.057, -0.592